1.
The following is a DFT calculation (the ωB97M-V functional and the def2-TZVPD basis) of a molecular structure, C15H17N3O5S at a distorted geometry.

The calculation puts the LUMO energy at 0.179 eV. The largest force on an atom comes out at 17.07 eV/Å. Its gap between HOMO and LUMO is 8.27 eV. The calculation puts the electronic energy at -41357.66043 eV.

Geometry (Å):
C: 4.379 1.161 1.459
C: 4.170 -0.285 2.042
H: 4.194 -1.129 1.369
H: 5.038 -0.447 2.817
O: 3.120 -0.509 2.603
C: 2.091 -0.764 2.082
O: 2.139 -0.948 0.929
C: 0.807 -1.037 3.017
C: -0.422 -0.926 2.260
N: -1.384 0.077 2.362
N: -2.446 -0.079 1.833
C: -2.287 -1.160 0.905
N: -3.247 -1.458 -0.294
C: -4.462 -0.697 -0.502
O: -5.213 -1.429 -1.250
C: -4.323 0.932 -0.380
O: -3.778 1.459 -1.722
C: -2.446 1.085 -1.850
C: -1.578 1.220 -0.952
C: -0.150 1.033 -1.216
C: 0.170 0.167 -2.495
C: -0.881 0.075 -3.175
C: -2.273 0.336 -2.908
H: -3.026 0.232 -3.570
H: -0.763 -0.845 -4.180
O: 1.262 -0.164 -2.913
C: 2.517 0.148 -2.230
H: 2.518 1.098 -1.802
H: 3.391 -0.209 -2.554
H: 2.317 -0.314 -1.122
H: 0.594 1.103 -0.533
H: -1.588 1.735 -0.117
H: -3.912 1.110 0.528
H: -5.345 1.188 -0.517
H: -3.198 -2.338 -0.470
S: -0.984 -1.984 1.137
H: 0.804 -0.276 3.708
H: 0.807 -1.622 3.639
H: 5.404 1.167 1.032
H: 3.711 1.256 0.884
H: 4.272 2.040 2.146

Cartesian forces, eV/Å:
C 8.8340 -2.0696 7.9819
C 12.2301 1.8091 -2.8453
H 1.6391 0.3122 -1.7197
H -1.3802 0.1935 -1.3414
O -3.0598 2.1177 14.0900
C -7.7791 -3.5300 -0.3093
O -2.4847 -0.7332 -5.5282
C 1.6280 11.5614 -12.4515
C -2.5376 2.4193 0.0391
N 7.8686 0.0839 5.9646
N -4.5467 -2.7958 -6.6178
C -7.2065 2.6942 -2.2868
N 1.6088 9.4759 6.3972
C 1.1493 -4.0611 -4.6985
O 1.1319 4.0955 3.1384
C -2.4910 -2.9815 -5.5163
O -0.8346 -0.6246 4.2678
C -7.2932 -0.4526 -2.7470
C 10.6810 0.5196 1.8443
C -3.4557 -3.8972 -4.6430
C -1.6076 6.8923 9.7200
C -8.3123 -6.3145 -8.7928
C 6.2459 -0.2000 -1.3186
H -2.1081 -0.8898 -2.1791
H -0.1524 3.1578 2.6984
O 8.9453 -2.2560 -3.1104
C -6.0138 -1.4604 5.9749
H 0.1948 2.4906 -0.6916
H 2.6841 -1.4130 -2.2711
H 0.9171 0.1241 -2.4916
H 1.8046 0.6949 2.3674
H -1.4109 2.4504 4.2192
H 1.8160 1.3951 2.2673
H -0.8173 0.7586 0.5823
H -0.5795 -6.9371 -1.8645
S 3.3802 -3.4548 -1.0019
H -0.1060 2.9728 1.1707
H 0.8249 -12.8078 10.5570
H -0.8606 0.2207 -0.0403
H -8.8712 1.6682 -8.9743
H 0.3251 -1.2287 0.1605

Okay, here come the natural (NBO) numbers, in e, for every atom: -0.5862 -0.0456 0.1918 0.1646 -0.4554 0.8239 -0.6417 -0.5041 -0.1634 -0.1774 -0.2308 -0.0205 -0.5837 0.6385 -0.5705 -0.1462 -0.4797 0.2080 -0.2748 -0.2505 0.2671 -0.1907 -0.1927 0.2281 0.1636 -0.4589 -0.2758 0.1887 0.2025 0.2124 0.1910 0.2228 0.2209 0.2200 0.3803 0.6558 0.2598 0.2095 0.2171 0.1708 0.2112

---

2.
The following is a DFT calculation (the ωB97M-V functional and the def2-TZVPD basis) of a molecular structure, C26H45ClNOPYb at a distorted geometry.

Its expectation value of S² is 0.7513. The calculation puts the LUMO energy (spin up / spin down) at 2.258 / 2.188 eV. The largest force on an atom comes out at 3.68 eV/Å. Its gap between HOMO and LUMO (spin up / spin down) is 2.06 / 5.50 eV. As for the multiplicity: 2. The calculation puts the electronic energy at -84573.24914 eV. Its total charge is -1.

Geometry (Å):
Yb: 1.346 0.411 0.809
P: -0.129 0.807 -2.477
Cl: 1.841 2.747 0.361
C: -0.585 0.123 -0.935
H: -0.837 -0.941 -1.016
H: -1.421 0.681 -0.475
C: 1.702 0.872 -2.533
C: -0.818 2.507 -2.649
C: 2.276 1.175 -3.925
H: 1.894 1.725 -1.845
C: 3.773 1.480 -3.818
H: 2.115 0.301 -4.579
H: 1.762 2.016 -4.411
C: 4.534 0.369 -3.082
H: 4.172 1.592 -4.832
H: 3.902 2.440 -3.292
C: 3.884 -0.029 -1.750
H: 4.591 -0.510 -3.740
H: 5.567 0.688 -2.926
C: 2.402 -0.378 -1.971
H: 4.408 -0.905 -1.346
H: 3.979 0.791 -1.014
H: 2.345 -1.186 -2.715
H: 1.924 -0.839 -1.070
C: -0.719 -0.353 -3.775
C: -2.357 2.466 -2.819
H: -0.586 2.917 -1.647
C: -2.964 3.873 -2.879
H: -2.617 1.894 -3.727
H: -2.836 1.933 -1.979
C: -2.238 4.862 -3.804
H: -4.007 3.780 -3.200
H: -2.975 4.281 -1.858
C: -0.715 4.832 -3.669
H: -2.514 4.665 -4.848
H: -2.598 5.876 -3.596
C: -0.113 3.421 -3.671
H: -0.265 5.404 -4.486
H: -0.435 5.327 -2.730
H: -0.169 2.992 -4.688
H: 0.954 3.510 -3.417
C: 0.036 -1.690 -3.682
H: -1.770 -0.556 -3.491
C: -0.634 -2.758 -4.545
H: 1.071 -1.546 -4.032
H: 0.084 -2.045 -2.642
C: -0.804 -2.284 -5.995
H: -0.027 -3.672 -4.522
H: -1.614 -3.011 -4.113
C: -1.446 -0.900 -6.107
H: 0.187 -2.246 -6.465
H: -1.396 -3.015 -6.553
C: -0.744 0.151 -5.227
H: -1.444 -0.564 -7.150
H: -2.498 -0.962 -5.797
H: 0.281 0.327 -5.591
H: -1.271 1.113 -5.294
C: -0.006 -3.416 -0.119
C: -1.332 -3.391 -0.419
H: 0.752 -3.437 -0.914
C: -2.379 -3.118 0.621
H: -1.702 -3.530 -1.448
C: -1.844 -3.056 2.077
H: -2.879 -2.157 0.415
H: -3.175 -3.874 0.567
C: -0.549 -3.843 2.296
H: -1.654 -2.002 2.337
H: -2.610 -3.424 2.773
C: 0.520 -3.379 1.291
H: -0.185 -3.713 3.326
H: -0.748 -4.914 2.150
H: 0.829 -2.350 1.584
H: 1.417 -4.010 1.370
O: -0.254 -0.245 5.032
C: 0.019 -0.120 3.869
N: 0.300 0.020 2.691

Cartesian forces, eV/Å:
Yb 0.0790 -1.3236 -0.1131
P -0.1039 -1.0780 1.0951
Cl 0.3214 1.8455 -0.3250
C -0.4032 0.6088 -0.1572
H 0.1059 0.2682 0.0223
H 0.3158 -0.1712 -0.1745
C -0.4907 0.4310 -0.3662
C 0.0664 -0.0625 0.3076
C 0.1107 0.0106 -0.0926
H 0.0867 -0.3316 -0.3468
C -0.0635 -0.0823 -0.0185
H 0.1797 0.1814 0.2159
H 0.2060 -0.2937 0.1107
C -0.0977 0.1403 -0.1537
H 0.1024 0.1147 0.1092
H -0.0137 -0.2212 -0.0935
C -0.0469 -0.1200 -0.1204
H -0.1101 0.0432 0.1307
H 0.0371 0.0002 0.1068
C 0.2552 0.0199 -0.1665
H -0.1281 0.1720 0.1335
H -0.0455 -0.3020 -0.2136
H 0.1499 0.1998 0.2924
H 0.3897 0.2303 -0.4510
C -0.2731 0.1978 -0.4380
C 0.1321 -0.1295 -0.1553
H -0.0827 -0.0880 -0.1934
C 0.1267 0.1195 0.1185
H 0.0886 0.2532 0.1598
H 0.3600 0.0638 -0.2858
C -0.1103 -0.1634 -0.1909
H 0.0207 0.0977 0.1241
H 0.0227 -0.0459 -0.1639
C -0.0170 -0.0253 0.2401
H 0.0458 -0.1409 0.0544
H 0.0200 -0.1046 -0.0283
C -0.1074 0.0120 -0.0905
H -0.0152 0.0375 0.1379
H 0.0174 -0.0953 -0.1089
H -0.0585 0.1296 0.2974
H -0.3803 -0.0684 -0.0401
C 0.0791 -0.0834 0.0391
H 0.3131 0.1616 0.0655
C -0.0900 0.1181 -0.1202
H -0.3926 -0.0905 0.0376
H 0.0507 0.1649 -0.2718
C 0.1387 -0.0136 0.0643
H -0.1496 0.1044 0.0082
H 0.1136 0.0584 -0.0731
C -0.0076 0.2129 0.1191
H -0.0392 -0.0224 0.0126
H 0.0582 0.0390 -0.0389
C 0.0339 -0.1637 -0.0988
H -0.0214 -0.0798 0.0442
H 0.0696 0.0151 -0.0136
H -0.2967 -0.0968 0.0682
H 0.0833 -0.2473 -0.0323
C -1.1625 0.0743 -0.5731
C 1.4036 0.0343 0.2536
H -0.3754 -0.2575 0.2156
C -0.2992 -0.2942 0.6369
H 0.3963 0.2353 0.3725
C 0.1232 0.3069 0.0987
H 0.1614 -0.2169 -0.1619
H 0.1065 0.0320 -0.1302
C -0.0138 0.0777 -0.3403
H 0.0186 -0.2968 -0.0474
H 0.0359 0.1418 -0.1655
C -0.2277 0.1389 0.4493
H -0.1245 0.0292 -0.2625
H 0.0722 0.0692 0.0001
H -0.0111 -0.5097 -0.2395
H -0.1366 0.2397 -0.0920
O 0.1351 0.0170 -0.9007
C 0.4602 0.3195 -1.5292
N -1.1974 -0.5476 3.4370

Okay, here come the Mulliken numbers, in e, for every atom: 0.2523 1.4361 -0.5056 -1.3973 -0.4487 0.6882 0.6966 0.5185 -0.9716 0.3050 -0.8921 0.2527 0.2619 -0.9818 0.4434 0.4412 -0.9517 0.2669 0.4744 0.4605 0.5504 0.3041 0.5640 -1.3162 -0.1699 -0.7172 0.7939 -0.8329 0.2266 0.3566 -0.6889 0.3685 0.3801 -1.0331 0.3198 0.3369 -0.7748 0.4137 0.3865 0.2360 0.2896 -0.0083 0.6179 -1.0043 0.0963 -0.6801 -0.7731 0.4294 0.4342 -0.9445 0.3379 0.4444 -0.6072 0.4141 0.3725 0.1671 0.2818 -0.4203 -0.1071 0.5162 -0.6803 0.2757 -0.4467 0.2730 0.3865 -0.9082 0.0950 0.3614 -0.5000 0.3467 0.3345 -0.1321 0.4970 -0.6260 0.4560 -0.6420

---

3.
The following is a DFT calculation (the ωB97M-V functional and the def2-TZVPD basis) of C5H8O in the gas phase.

The calculation puts the LUMO energy at 0.606 eV. The largest force on an atom comes out at 0.37 eV/Å. Its gap between HOMO and LUMO is 9.23 eV. The calculation puts the electronic energy at -7358.59391 eV.

Geometry (Å):
C: 0.370 -1.097 -0.373
C: -1.040 -0.502 -0.276
C: -0.795 0.851 0.373
O: -0.316 0.613 1.718
C: 0.591 1.351 0.073
C: 1.262 0.152 -0.510
H: 0.485 -1.800 -1.203
H: 0.618 -1.627 0.551
H: -1.466 -0.332 -1.274
H: -1.744 -1.121 0.289
H: -1.639 1.548 0.356
H: 0.054 1.459 2.027
H: 1.320 0.476 -1.568
H: 2.299 0.027 -0.183

Cartesian forces, eV/Å:
C 0.0037 -0.0493 0.0380
C 0.0025 0.0348 -0.0448
C -0.1252 0.0571 -0.1364
O 0.0575 0.0705 0.1631
C -0.0428 -0.2698 -0.2496
C 0.0734 0.0223 0.1184
H -0.0241 0.1068 0.1181
H -0.0123 0.0800 -0.1387
H 0.0534 -0.0126 0.1411
H 0.1012 0.1136 -0.0525
H 0.1889 -0.0909 -0.0088
H -0.1269 -0.1073 0.0886
H -0.0140 0.0095 0.0635
H -0.1353 0.0352 -0.1001

Okay, here come the natural (NBO) numbers, in e, for every atom: -0.4190 -0.4370 -0.0483 -0.6606 0.0896 -0.5639 0.2134 0.2158 0.2094 0.2263 0.1822 0.4990 0.2551 0.2379

---

4.
The following is a DFT calculation (the ωB97M-V functional and the def2-TZVPD basis) of 2 unconnected molecules or ions with the total composition C5H14 at a distorted geometry.

The calculation puts the LUMO energy at 1.157 eV. The largest force on an atom comes out at 3.52 eV/Å. Its gap between HOMO and LUMO is 12.17 eV. The calculation puts the electronic energy at -5410.64746 eV. As for the SMILES: CCC.CC.

Geometry (Å):
C: -1.601 0.471 -0.236
C: -0.829 1.533 -0.944
C: -0.404 2.632 -0.054
H: -2.324 0.769 0.542
H: -1.083 -0.367 0.304
H: -2.267 -0.162 -0.794
H: 0.035 1.022 -1.377
H: -1.447 1.823 -1.883
H: 0.181 3.397 -0.545
H: -1.320 3.235 0.273
H: 0.108 2.254 0.818
C: 1.498 -1.518 -0.043
C: 1.216 -2.711 0.970
H: 1.871 -1.827 -1.049
H: 0.727 -0.642 -0.268
H: 2.241 -0.962 0.428
H: 1.411 -3.624 0.445
H: 1.723 -2.574 1.946
H: 0.263 -2.749 1.467

Cartesian forces, eV/Å:
C -1.5014 -2.2611 2.2427
C -0.7965 -1.1228 -2.4864
C -1.6984 2.1493 0.4489
H 0.4148 0.8367 -0.1373
H 0.4788 1.1683 -0.3447
H -0.1896 0.0547 -1.3228
H 0.2246 0.2072 -0.1084
H 0.9994 0.1226 1.6452
H 0.5574 -0.0631 -0.2031
H 1.0541 -0.9764 -0.0239
H 0.1948 -0.0090 0.3172
C -1.9625 0.6799 -0.6069
C -0.2009 1.7632 0.0496
H -0.3038 -0.0911 0.9450
H 1.0148 -2.4752 0.6969
H 1.7562 0.9833 0.4486
H 0.2249 -0.6896 0.3273
H 1.0615 -0.2691 -0.9909
H -1.3282 -0.0079 -0.8970

Okay, here come the natural (NBO) numbers, in e, for every atom: -0.6350 -0.4159 -0.6028 0.2058 0.2104 0.2166 0.2004 0.2041 0.2113 0.1999 0.2088 -0.6282 -0.6297 0.2084 0.2080 0.2036 0.2138 0.2100 0.2105

---

Q: The highest largest force on an atom belongs to which entry?
A: C15H17N3O5S